No. 1
DFT (the ωB97M-V functional and the def2-TZVPD basis) results for a single C4H5NO molecule.

Structure (XYZ):
```
11
C4H5NO, DFT the ωB97M-V functional and the def2-TZVPD basis
O 1.637 1.599 -1.363
N 1.014 -0.584 -1.267
C -0.612 0.091 0.931
C 0.101 0.997 0.321
C -1.488 -0.751 1.399
C 0.974 0.714 -0.853
H -2.441 -0.548 0.896
H -1.277 -1.459 2.216
H 0.375 -1.272 -0.902
H 1.537 -0.786 -2.104
H 0.180 2.000 0.726
```

Values from the calculation:
energy above the lowest of the compared OMol25 structures with the same formula, charge and spin = 27.59 kcal per mole
2S+1 = 1
frontier orbital gap = 10.6 eV
structure (SMILES) = C=C=CC(N)=O

---

No. 2
DFT (the ωB97M-V functional and the def2-TZVPD basis) results for a molecular structure, C16H22BN7Ru.

Structure (XYZ):
```
47
C16H22BN7Ru, DFT the ωB97M-V functional and the def2-TZVPD basis
Ru -0.057 -0.506 0.216
N 1.225 0.991 -2.632
N -0.857 1.168 -0.474
N -1.120 1.372 -1.836
N 1.747 0.620 -1.405
N -0.453 -0.917 -2.711
N -0.152 -1.512 -1.479
N -0.757 -1.253 1.866
C -2.451 2.733 -0.675
C -2.168 -1.975 3.418
C -0.848 -2.026 3.942
C 3.203 2.426 2.960
C -2.087 -1.491 2.107
C 0.026 -1.562 2.947
C 1.484 -1.374 2.895
C -0.877 -1.880 -3.553
C 2.164 1.675 -3.326
C -0.357 -2.860 -1.606
C -3.096 -1.205 1.081
C -0.814 -3.110 -2.903
C 3.299 1.777 -2.516
C -1.674 2.012 0.231
C -2.092 2.298 -1.949
C 2.990 1.115 -1.309
B -0.295 0.619 -2.917
H 1.941 2.020 -4.317
H 2.469 1.959 2.284
H 2.842 2.319 3.997
H -2.674 -1.236 0.067
H -1.069 -4.072 -3.310
H 1.825 -1.143 1.869
H -3.903 -1.944 1.141
H 3.261 3.500 2.716
H 4.214 2.252 -2.729
H 1.994 -2.282 3.248
H -0.526 -2.353 4.914
H -3.100 -2.252 3.880
H -0.160 -3.511 -0.762
H -3.552 -0.214 1.223
H -0.598 0.952 -4.023
H -1.625 2.022 1.314
H -1.185 -1.605 -4.555
H -2.442 2.580 -2.933
H 3.552 0.963 -0.381
H 1.804 -0.555 3.559
H -3.183 3.481 -0.427
H 4.131 1.985 2.855
```

Values from the calculation:
energy above the lowest of the compared OMol25 structures with the same formula, charge and spin = 0.00 kcal per mole
2S+1 = 5
frontier orbital gap (spin up / spin down) = 7.4 / 3.9 eV
total charge = +2

---

No. 3
DFT (the ωB97M-V functional and the def2-TZVPD basis) results for a molecular structure, C35H63AuBGeN2Si3.

Structure (XYZ):
```
106
C35H63AuBGeN2Si3, DFT the ωB97M-V functional and the def2-TZVPD basis
Au -0.042 -0.348 0.572
Ge 0.115 0.839 2.753
Si -2.097 1.132 3.771
Si 1.555 2.844 2.388
Si 1.395 -0.516 4.165
N 0.979 -0.398 -2.472
N -1.363 -0.652 -2.417
C -4.716 1.758 -3.586
C -1.652 -3.368 -1.535
C -3.548 1.185 -2.752
C -5.081 -0.864 -2.559
C 1.248 0.407 5.834
C -3.074 -0.461 3.419
C 1.749 3.693 4.005
C -1.667 -4.071 -0.248
C 2.397 -2.628 -1.181
C 3.091 -1.398 -1.811
C -5.266 -2.235 -2.323
C -3.340 1.930 -1.406
C 2.289 -3.859 -2.052
C -2.673 -1.160 -2.236
C -4.151 -3.001 -1.887
C 2.373 -0.222 -2.196
C 4.453 1.010 -2.382
C 0.797 -2.342 4.266
C -3.807 -0.324 -2.620
C 0.922 4.329 1.273
C 3.170 -0.633 3.609
C -0.908 -0.277 -3.719
C 2.373 2.376 -2.688
C 4.491 -1.361 -1.898
C 0.440 -0.152 -3.769
C 0.931 2.647 -2.318
C 5.165 -0.181 -2.175
C -1.482 -4.381 -2.727
C -1.949 1.478 5.626
C 3.139 2.367 1.539
C 3.029 1.015 -2.379
C -2.852 -2.527 -1.891
C 3.131 -3.030 0.115
C -3.060 2.497 2.857
C 2.654 2.775 -4.155
B -0.123 -0.677 -1.511
H 3.704 1.572 2.066
H -2.703 2.223 5.877
H 0.753 3.652 -2.103
H 1.409 -2.261 -0.794
H 0.054 -2.350 5.078
H 0.343 2.513 -3.228
H 1.423 -4.543 -1.755
H -1.986 -3.376 0.580
H -4.372 -4.030 -1.553
H -3.709 -0.787 4.217
H 3.005 3.070 -2.003
H 2.088 -3.601 -3.161
H 2.213 2.025 -4.804
H -0.715 -4.469 0.068
H 2.883 1.950 0.517
H -2.414 -1.315 3.138
H -5.957 -0.227 -2.824
H 0.369 -2.708 3.375
H 2.929 -2.323 0.991
H 3.285 -4.384 -1.971
H -2.973 1.303 -0.619
H 3.806 0.013 4.160
H -0.734 -2.707 -1.534
H -2.674 2.767 -1.500
H 1.847 5.013 1.199
H -4.249 2.405 -1.004
H 0.907 1.414 5.713
H -0.638 -5.074 -2.629
H -1.016 1.803 6.069
H -2.403 -4.873 -0.316
H -4.058 2.183 2.884
H -3.744 -0.232 2.625
H 3.216 -0.312 2.563
H 0.499 -0.150 6.386
H 2.836 -4.053 0.472
H -2.941 3.400 3.461
H -4.987 1.199 -4.536
H 4.977 1.928 -2.634
H 0.119 4.945 1.753
H 5.066 -2.244 -1.683
H -1.568 -0.051 -4.538
H 0.583 4.006 0.293
H 3.501 -1.692 3.721
H 1.774 4.771 3.837
H -2.358 -5.050 -2.718
H 1.543 -3.031 4.678
H 2.233 0.408 6.330
H -1.514 -3.856 -3.694
H 6.211 -0.241 -2.441
H 3.713 2.867 -4.428
H -5.590 1.843 -2.944
H -4.491 2.772 -3.919
H -2.172 0.548 6.201
H 3.809 3.266 1.452
H 0.871 3.421 4.589
H 4.232 -2.985 -0.013
H 2.715 3.319 4.397
H -2.640 1.332 -3.381
H 0.426 2.040 -1.569
H -6.217 -2.684 -2.507
H 2.130 3.723 -4.358
H 1.036 -0.041 -4.690
H -2.718 2.744 1.863
```

Values from the calculation:
2S+1 = 2
frontier orbital gap (spin up / spin down) = 8.1 / 5.2 eV